{
  "formula": "C15H47NNbO7S6",
  "method": "wB97M-V/def2-TZVPD",
  "lumo_energy_ev": 1.460,
  "total_energy_ev": -98691.667,
  "multiplicity": 1,
  "total_charge": -1,
  "homo_lumo_gap_ev": 6.70,
  "e_homo_ev": -5.2,
  "elements": ["C", "S", "O", "O", "Nb", "C", "C", "C", "C", "N", "H", "H", "H", "H", "H", "H", "H", "H", "H", "H", "H", "H", "H", "H", "H", "H", "H", "C", "S", "O", "C", "H", "H", "H", "H", "H", "H", "C", "S", "O", "C", "H", "H", "H", "H", "H", "H", "C", "S", "O", "C", "H", "H", "H", "H", "H", "H", "C", "S", "O", "C", "H", "H", "H", "H", "H", "H", "C", "S", "O", "C", "H", "H", "H", "H", "H", "H"],
  "coordinates": [[3.6868, 3.5789, 0.0311], [1.8844, 3.4464, -0.2338], [1.5252, 2.3392, -1.1894], [1.2858, 3.0947, 1.1084], [0.7738, 5.6625, -0.9446], [-1.0919, 4.9025, 0.1235], [-2.3706, 5.7879, -0.0784], [-3.6261, 5.0110, -0.5595], [-3.7925, 3.5949, 0.0463], [-3.6535, 2.6239, -1.0655], [4.2082, 3.6899, -0.9235], [4.0172, 2.6539, 0.5263], [3.8522, 4.4253, 0.7037], [1.4579, 6.5180, 0.5128], [2.3184, 6.0962, -1.8562], [0.1606, 4.9001, -2.4956], [0.0068, 7.2108, -1.5052], [-0.8388, 4.9008, 1.1997], [-1.2189, 3.8473, -0.1661], [-2.5874, 6.3576, 0.8323], [-2.1400, 6.5251, -0.8614], [-4.5030, 5.5962, -0.2315], [-3.7181, 4.9569, -1.6494], [-4.7885, 3.4828, 0.4910], [-3.0582, 3.3637, 0.8308], [-2.7002, 2.6647, -1.4069], [-3.7834, 1.6871, -0.7013], [1.3971, -2.0646, -3.1297], [1.4475, -0.7124, -4.3206], [2.3074, -1.1486, -5.4628], [2.4312, 0.3542, -3.2644], [0.8557, -2.8996, -3.5724], [2.4125, -2.3781, -2.8848], [0.8783, -1.7282, -2.2328], [3.3691, -0.1439, -3.0122], [1.8693, 0.5862, -2.3604], [2.6398, 1.2776, -3.7994], [1.7163, 1.3299, 3.6667], [2.5022, 1.4605, 5.2788], [3.5636, 2.5067, 5.1835], [3.3254, -0.1416, 5.2066], [1.1689, 2.2490, 3.4699], [2.4718, 1.1911, 2.8952], [1.0236, 0.4869, 3.6734], [3.9792, -0.1809, 4.3349], [2.5765, -0.9325, 5.1514], [3.9177, -0.2624, 6.1129], [2.3364, -4.4379, 1.8285], [2.5506, -2.6518, 1.9024], [1.5893, -2.1274, 2.9182], [1.8521, -2.3175, 0.2743], [2.6752, -4.8628, 2.7699], [1.2817, -4.6771, 1.6789], [2.9336, -4.8430, 1.0176], [0.8302, -2.6960, 0.2248], [2.4687, -2.7929, -0.4878], [1.8486, -1.2389, 0.1176], [1.7514, -8.3515, -0.1834], [2.4958, -8.0654, 1.4321], [3.5228, -6.9982, 1.2634], [3.3728, -9.6367, 1.5187], [1.1819, -7.4650, -0.4561], [2.5315, -8.5265, -0.9247], [1.0818, -9.2101, -0.1277], [4.0490, -9.7299, 0.6687], [2.6521, -10.4549, 1.5212], [3.9456, -9.6553, 2.4440], [-6.1829, 0.1739, -2.6563], [-7.5441, 1.3055, -2.3234], [-7.1570, 2.1322, -1.1479], [-8.6987, 0.0536, -1.7300], [-5.3334, 0.7618, -3.0001], [-5.9129, -0.3583, -1.7436], [-6.4784, -0.5318, -3.4340], [-8.2683, -0.4721, -0.8770], [-8.9195, -0.6484, -2.5351], [-9.6154, 0.5547, -1.4243]],
  "forces_ev_per_a": [[-0.215, -0.781, 0.062], [-1.317, -2.273, 1.055], [1.267, 1.214, 0.429], [1.265, 0.938, -1.077], [-3.156, 0.938, 1.055], [0.520, -0.316, -0.020], [0.613, -0.413, -1.160], [-0.409, 0.263, 1.270], [0.027, -0.092, -0.734], [-0.258, -0.152, 0.288], [-0.230, 0.161, 0.119], [-0.168, 0.193, -0.101], [-0.108, -0.071, -0.237], [0.586, 0.639, -0.028], [0.301, -0.806, -0.030], [0.251, 0.411, -0.541], [0.496, 0.000, -0.092], [0.209, -0.234, -0.351], [-0.199, 0.259, 0.254], [0.097, -0.217, -0.082], [-0.314, 0.131, 0.278], [0.225, -0.039, -0.222], [0.335, -0.157, 0.185], [0.115, -0.067, -0.257], [-0.111, 0.451, -0.025], [0.118, 0.022, -0.044], [0.022, -0.090, -0.013], [-0.065, -0.215, -0.046], [0.287, 0.122, 0.023], [-0.119, -0.079, 0.218], [0.029, -0.091, -0.051], [-0.006, 0.043, -0.055], [0.028, 0.064, -0.074], [-0.026, 0.053, -0.047], [-0.023, -0.082, -0.103], [-0.005, 0.150, -0.062], [-0.102, 0.013, 0.001], [-0.113, 0.012, 0.109], [0.028, -0.014, -0.232], [-0.063, -0.194, 0.038], [0.042, -0.102, 0.103], [0.113, 0.046, -0.012], [0.023, 0.054, 0.025], [0.083, -0.042, 0.031], [-0.047, 0.068, -0.030], [-0.016, 0.047, -0.093], [-0.013, 0.100, 0.014], [-0.141, 0.268, -0.002], [-0.190, -0.015, 0.063], [0.085, -0.123, -0.150], [-0.046, 0.081, 0.031], [0.070, 0.048, -0.016], [-0.024, 0.108, 0.019], [0.073, 0.036, 0.038], [0.011, -0.016, 0.092], [0.056, -0.017, 0.066], [0.033, 0.009, 0.080], [0.027, -0.035, -0.089], [0.106, 0.057, -0.008], [-0.059, -0.503, -0.094], [0.040, -0.086, -0.054], [0.024, 0.021, 0.079], [0.046, 0.025, 0.056], [-0.004, 0.017, 0.044], [-0.020, 0.078, -0.010], [-0.025, 0.032, 0.018], [-0.044, 0.083, 0.007], [0.066, -0.091, -0.012], [0.160, 0.243, 0.212], [-0.202, -0.288, -0.185], [-0.007, -0.150, 0.024], [-0.060, 0.104, 0.064], [-0.046, 0.055, 0.037], [-0.041, 0.031, -0.001], [0.051, 0.057, -0.003], [0.008, 0.025, -0.017], [0.054, 0.074, -0.029]],
  "lowdin_charge": [-0.232, 0.368, -0.521, -0.504, 1.058, -0.418, -0.300, -0.206, -0.286, -0.017, 0.044, 0.049, 0.046, -0.158, -0.175, -0.145, -0.151, 0.036, 0.013, 0.094, 0.039, 0.095, 0.102, 0.096, 0.096, 0.056, 0.050, -0.291, 0.814, -0.575, -0.275, 0.046, 0.049, 0.035, 0.060, 0.015, 0.058, -0.274, 0.797, -0.570, -0.284, 0.037, 0.051, 0.046, 0.053, 0.036, 0.040, -0.294, 0.821, -0.561, -0.279, 0.049, 0.060, 0.029, 0.062, 0.042, 0.055, -0.266, 0.813, -0.556, -0.271, 0.049, 0.059, 0.052, 0.058, 0.052, 0.050, -0.278, 0.797, -0.552, -0.283, 0.045, 0.055, 0.047, 0.054, 0.047, 0.044]
}

***

{
  "formula": "C18H35BrN3OS",
  "method": "wB97M-V/def2-TZVPD",
  "lumo_energy_ev": -2.715,
  "total_energy_ev": -106622.375,
  "multiplicity": 1,
  "total_charge": 1,
  "homo_lumo_gap_ev": 7.41,
  "e_homo_ev": -10.1,
  "elements": ["C", "C", "Br", "C", "C", "N", "C", "C", "C", "N", "C", "C", "C", "C", "C", "N", "C", "C", "C", "C", "H", "H", "H", "H", "H", "H", "H", "H", "H", "H", "H", "H", "H", "H", "H", "H", "H", "H", "H", "H", "H", "H", "H", "H", "H", "H", "H", "H", "H", "C", "S", "O", "C", "H", "H", "H", "H", "H", "H"],
  "coordinates": [[-5.3459, -2.2217, 1.5055], [-3.8502, -2.2233, 1.1379], [-2.8814, -2.9864, 2.6851], [-3.3395, -0.8116, 0.8463], [-1.8247, -0.8406, 0.5034], [-1.5453, -0.3673, -0.8851], [-0.0887, -0.4207, -1.2752], [0.8383, -0.9487, -0.1770], [0.5167, -0.5101, 1.2719], [1.4844, 0.4859, 1.7698], [-0.9565, -0.0865, 1.5083], [-1.2096, 1.4394, 1.5716], [-0.6258, 2.2972, 0.4316], [-0.4208, 3.7792, 0.8868], [0.7506, 4.4577, 0.1991], [2.0663, 3.9713, 0.6103], [2.3807, 3.4991, 1.8297], [3.6762, 3.1148, 1.8988], [4.1793, 3.3883, 0.5937], [3.2042, 3.9228, -0.1606], [-5.6559, -1.2729, 1.9445], [-5.9743, -2.5276, 0.6683], [-5.5006, -2.9717, 2.2798], [-3.6718, -2.9165, 0.3159], [-3.4581, -0.2700, 1.7847], [-3.9452, -0.3894, 0.0375], [-1.5535, -1.8990, 0.5218], [-2.0649, -0.9734, -1.5221], [-1.9669, 0.5566, -0.9988], [-0.0045, -1.0696, -2.1502], [0.1793, 0.5742, -1.6213], [0.8959, -2.0356, -0.2430], [1.8369, -0.5804, -0.4255], [0.6607, -1.4051, 1.8948], [1.2803, 0.5794, 2.7638], [2.3964, 0.0361, 1.7379], [-1.2327, -0.4883, 2.4866], [-0.8851, 1.8530, 2.5249], [-2.2981, 1.5855, 1.5462], [0.3524, 1.9576, 0.0874], [-1.2822, 2.3700, -0.4472], [-0.3877, 3.8864, 1.9705], [-1.3187, 4.3098, 0.5534], [0.7538, 5.5393, 0.3671], [0.6805, 4.3124, -0.8834], [1.7075, 3.4271, 2.6719], [4.2029, 2.6831, 2.7300], [5.1782, 3.2256, 0.2127], [3.2006, 4.2724, -1.1799], [1.0343, -4.8814, -3.2404], [1.9494, -3.3627, -2.9527], [1.1818, -2.2525, -3.5961], [3.3310, -3.7630, -4.0225], [0.1002, -4.8269, -2.6841], [0.8208, -4.9871, -4.3039], [1.6192, -5.7292, -2.8846], [2.9723, -3.9416, -5.0360], [3.8415, -4.6457, -3.6382], [4.0164, -2.9178, -4.0213]],
  "forces_ev_per_a": [[0.343, -0.553, 0.320], [-0.917, 0.103, 0.261], [0.197, 0.156, -0.302], [0.838, -0.759, 0.098], [-0.621, -0.160, 0.849], [-0.640, -0.465, -0.104], [0.571, 0.091, -0.578], [-0.159, 0.526, 0.101], [0.410, -0.564, 0.517], [-0.586, -0.429, -0.096], [0.568, 0.318, -0.068], [-0.428, -0.198, -1.017], [0.629, 0.937, 0.437], [-0.643, -0.238, -0.715], [0.649, 0.424, -0.076], [-0.602, -0.076, -0.320], [-0.623, -0.334, 1.993], [0.616, 0.167, -1.136], [1.833, -0.510, 0.214], [-1.120, 0.212, -0.556], [-0.033, 0.049, -0.252], [0.031, 0.400, -0.104], [-0.174, -0.008, -0.089], [0.164, 0.030, 0.065], [-0.262, 0.394, -0.298], [-0.051, 0.172, 0.182], [0.359, 0.130, -0.114], [0.032, 0.069, 0.004], [0.412, 0.129, 0.016], [-0.046, 0.037, 0.046], [0.024, 0.048, 0.248], [-0.121, 0.026, 0.052], [-0.051, -0.050, -0.062], [-0.315, -0.193, -0.314], [0.219, 0.303, -0.050], [0.083, 0.308, -0.030], [-0.133, -0.002, -0.094], [0.196, -0.222, 0.005], [0.069, 0.050, 0.262], [-0.082, -0.297, 0.240], [-0.040, -0.260, 0.076], [0.163, -0.111, -0.018], [0.103, 0.241, 0.271], [-0.364, -0.056, 0.034], [-0.026, -0.020, 0.063], [-0.382, 0.200, -0.385], [-0.031, 0.050, 0.094], [0.004, -0.023, 0.216], [0.004, -0.022, 0.009], [-0.075, -0.044, -0.082], [0.123, -0.190, 0.100], [-0.113, -0.027, 0.065], [0.059, 0.068, -0.147], [0.028, 0.036, 0.025], [0.024, 0.056, -0.005], [0.016, 0.030, 0.027], [-0.058, 0.019, 0.023], [-0.031, 0.014, 0.052], [-0.038, 0.019, 0.046]],
  "nbo_charge": [-0.643, -0.204, -0.019, -0.451, -0.034, -0.510, -0.249, -0.453, -0.037, -0.823, -0.244, -0.421, -0.426, -0.399, -0.196, -0.346, -0.048, -0.308, -0.291, -0.088, 0.221, 0.231, 0.243, 0.212, 0.241, 0.222, 0.231, 0.430, 0.436, 0.276, 0.232, 0.224, 0.258, 0.188, 0.357, 0.370, 0.251, 0.233, 0.207, 0.233, 0.171, 0.214, 0.217, 0.213, 0.201, 0.201, 0.223, 0.221, 0.213, -0.827, 1.235, -1.009, -0.827, 0.233, 0.241, 0.241, 0.241, 0.240, 0.249]
}

***

{
  "formula": "C22H25N3O5S",
  "method": "wB97M-V/def2-TZVPD",
  "lumo_energy_ev": 0.177,
  "smiles": "CCCCOc1ccc(C(=O)Nc2ccc(S(=O)(=O)Nc3onc(C)c3C)cc2)cc1",
  "total_energy_ev": -48761.931,
  "multiplicity": 1,
  "total_charge": 0,
  "homo_lumo_gap_ev": 8.88,
  "e_homo_ev": -8.7,
  "elements": ["C", "C", "C", "C", "O", "C", "C", "C", "C", "C", "C", "H", "H", "C", "O", "N", "C", "C", "C", "C", "C", "C", "H", "H", "S", "O", "O", "N", "C", "C", "C", "N", "O", "C", "H", "H", "H", "C", "H", "H", "H", "H", "H", "H", "H", "H", "H", "H", "H", "H", "H", "H", "H", "H", "H", "H"],
  "coordinates": [[4.2791, 3.2486, 1.8206], [3.1346, 2.2481, 1.7126], [2.5073, 2.2023, 0.3182], [3.4433, 1.6079, -0.7383], [3.9511, 0.3440, -0.3616], [3.1550, -0.7499, -0.3785], [1.9027, -0.8440, -0.9851], [1.2047, -2.0361, -0.9501], [1.7205, -3.1486, -0.2905], [2.9891, -3.0594, 0.2862], [3.6926, -1.8801, 0.2482], [4.6712, -1.7987, 0.6942], [3.4027, -3.9326, 0.7671], [1.0495, -4.4643, -0.2563], [1.6616, -5.5107, -0.3250], [-0.3304, -4.5214, -0.1991], [-1.3007, -3.5850, 0.1096], [-1.0491, -2.4609, 0.9024], [-2.0504, -1.5362, 1.1261], [-3.3089, -1.7511, 0.5995], [-3.5974, -2.8898, -0.1288], [-2.5980, -3.8095, -0.3668], [-2.8059, -4.7001, -0.9412], [-4.6015, -3.0381, -0.4941], [-4.5469, -0.4766, 0.6859], [-5.8576, -1.0433, 0.6960], [-4.1918, 0.5150, 1.6491], [-4.3682, 0.2383, -0.8600], [-3.1770, 0.8991, -1.0626], [-2.8010, 2.1632, -0.7048], [-1.4610, 2.2469, -1.1791], [-1.0949, 1.1285, -1.7478], [-2.1501, 0.2662, -1.6793], [-0.5728, 3.4309, -1.1022], [-0.3552, 3.6668, -0.0620], [-1.0714, 4.2914, -1.5454], [0.3521, 3.2351, -1.6352], [-3.5979, 3.2020, -0.0087], [-3.1684, 3.4091, 0.9699], [-3.6061, 4.1262, -0.5854], [-4.6135, 2.8451, 0.1317], [-4.5813, -0.4422, -1.5759], [-1.8764, -0.6489, 1.7139], [-0.0708, -2.3107, 1.3281], [-0.6782, -5.4512, -0.4080], [0.2530, -2.0898, -1.4568], [1.4540, -0.0061, -1.4954], [4.3333, 2.2316, -0.8498], [2.9357, 1.5558, -1.7089], [2.2423, 3.2124, 0.0025], [1.5945, 1.6041, 0.3579], [3.4978, 1.2523, 1.9732], [2.3568, 2.5166, 2.4311], [4.6307, 3.3055, 2.8480], [5.1162, 2.9517, 1.1949], [3.9514, 4.2405, 1.5155]],
  "forces_ev_per_a": [[-0.157, -0.204, 0.060], [-0.034, 0.136, -0.133], [0.308, -0.375, 0.077], [-0.333, 0.497, -0.032], [0.126, -0.259, 0.067], [-0.047, -0.399, 0.099], [0.165, 0.373, -0.084], [0.162, -0.303, 0.092], [0.288, 0.252, -0.133], [-0.231, -0.015, -0.033], [0.014, 0.249, -0.038], [0.109, 0.011, 0.062], [0.058, -0.077, 0.021], [-0.051, -0.176, -0.072], [0.112, 0.005, 0.058], [-0.152, -0.594, -0.199], [-0.360, 0.467, 0.216], [-0.099, -0.117, 0.026], [0.025, 0.031, 0.062], [-0.506, 0.477, 0.194], [-0.028, -0.131, 0.046], [0.108, 0.109, 0.029], [-0.017, -0.079, -0.082], [-0.102, -0.132, -0.094], [0.054, -0.152, -0.317], [0.108, -0.235, -0.281], [0.337, 0.006, -0.095], [-0.383, -0.405, 0.723], [0.925, 1.308, 0.069], [-0.198, -0.784, -0.303], [-0.440, -0.438, 0.033], [0.796, 0.376, -0.249], [-0.650, -0.195, 0.197], [0.025, -0.101, -0.035], [0.076, 0.067, 0.052], [0.026, 0.084, -0.029], [0.100, 0.049, -0.015], [0.064, -0.070, -0.036], [-0.065, 0.070, 0.104], [-0.064, 0.087, 0.016], [-0.101, 0.101, 0.051], [-0.164, -0.084, -0.135], [0.118, 0.094, 0.082], [0.016, 0.030, 0.056], [0.181, 0.146, 0.049], [-0.096, 0.027, -0.018], [-0.025, 0.107, -0.039], [-0.115, -0.061, -0.067], [0.111, -0.018, 0.039], [-0.085, 0.041, -0.063], [-0.098, 0.065, -0.073], [-0.086, -0.024, 0.074], [0.004, -0.075, 0.029], [0.106, 0.062, 0.058], [0.152, 0.034, -0.060], [0.017, 0.139, -0.029]],
  "nbo_charge": [-0.608, -0.398, -0.428, -0.067, -0.495, 0.327, -0.276, -0.158, -0.217, -0.131, -0.270, 0.227, 0.234, 0.678, -0.584, -0.615, 0.197, -0.267, -0.103, -0.399, -0.166, -0.247, 0.220, 0.238, 2.311, -0.919, -0.924, -0.852, 0.427, -0.127, 0.163, -0.147, -0.294, -0.645, 0.228, 0.229, 0.233, -0.632, 0.228, 0.217, 0.242, 0.411, 0.236, 0.239, 0.412, 0.225, 0.233, 0.195, 0.180, 0.204, 0.212, 0.208, 0.201, 0.214, 0.202, 0.198]
}

***

What is the multiplicity in the second record?
1